The following is a DFT calculation (ωB97M-V with the def2-TZVPD basis set) of C26H32BCl2N8O7Ti as an isolated structure at a distorted geometry.

Calculated values
2S+1: 2
E_tot: -3769.35471 hartree
HOMO energy (alpha / beta): -7.80 / -7.80 eV

Last column: Mulliken charge in e.
Element x y z (Å)
Ti 13.062 9.009 9.475  -0.149
N 12.895 6.917 9.834  0.118
N 13.888 6.155 9.397  -0.418
C 14.522 5.425 10.365  0.399
N 15.530 4.601 10.036  -0.482
N 13.910 5.571 11.552  -0.458
N 14.683 4.975 12.650  1.004
O 14.082 4.853 13.718  -0.576
O 15.908 4.848 12.567  -0.737
H 12.755 6.714 10.854  0.506
H 12.031 6.690 9.310  0.362
H 14.123 6.246 8.408  0.234
H 16.097 4.811 9.243  0.256
H 16.072 4.298 10.845  0.280
Cl 15.781 8.985 10.209  -0.077
C 15.612 9.749 8.452  0.013
Cl 14.432 11.097 8.538  -0.121
C 15.054 8.594 7.605  0.315
O 15.891 7.956 7.008  -0.632
O 13.809 8.298 7.748  -0.444
H 16.617 10.046 8.140  0.532
N 13.204 8.921 11.926  -0.526
C 12.609 9.872 11.301  0.278
N 12.107 11.016 11.832  0.198
C 11.439 11.996 11.025  -0.219
C 11.961 13.423 11.243  -0.847
O 12.023 13.822 12.615  -0.362
C 12.847 12.865 13.314  -0.729
C 12.324 11.404 13.199  -0.137
H 10.361 11.948 11.249  0.244
H 11.548 11.760 9.966  0.115
H 11.276 14.167 10.760  0.355
H 12.928 13.570 10.769  0.330
H 12.778 13.150 14.386  0.337
H 13.905 12.984 13.038  0.334
H 11.320 11.323 13.687  0.230
H 13.026 10.702 13.681  0.096
C 11.189 9.142 8.608  -0.901
C 9.989 8.313 8.873  0.547
C 9.133 8.625 9.967  -0.265
C 7.975 7.908 10.205  -0.849
C 7.590 6.863 9.337  0.474
C 8.424 6.515 8.251  -0.739
C 9.591 7.240 7.993  -0.246
C 6.438 6.078 9.683  -0.052
N 5.493 5.419 9.928  -0.530
H 10.976 10.171 8.900  0.448
H 11.476 9.112 7.558  0.444
H 9.450 9.398 10.668  0.229
H 7.338 8.199 11.033  0.419
H 8.102 5.725 7.592  0.448
H 10.221 6.995 7.117  0.425
C 13.851 7.890 19.622  -1.589
C 13.657 6.584 18.838  2.091
C 14.628 5.507 19.326  -1.688
C 12.213 6.095 19.003  -1.960
C 13.918 6.831 17.357  0.416
C 15.301 6.850 16.914  -0.959
C 15.712 7.075 15.598  -1.436
C 14.706 7.383 14.721  0.591
O 14.805 7.945 13.464  -0.882
B 13.461 8.281 13.096  1.569
O 12.543 7.947 14.122  -0.524
C 13.322 7.363 15.126  0.976
C 12.897 7.048 16.386  -0.819
H 13.785 7.706 20.691  0.403
H 13.116 8.639 19.243  0.358
H 14.815 8.324 19.423  0.390
H 14.328 5.243 20.332  0.447
H 15.637 5.910 19.391  0.413
H 14.714 4.610 18.693  0.345
H 12.090 5.804 20.038  0.478
H 12.051 5.245 18.372  0.472
H 11.493 6.884 18.765  0.284
H 16.023 6.708 17.695  0.229
H 16.746 6.957 15.240  0.440
H 11.863 7.040 16.634  0.480

***

The following is a DFT calculation (ωB97M-V with the def2-TZVPD basis set) of C26H32BrN3O4OsSi2 as an isolated structure at a distorted geometry.

Calculated values
E_tot: -4718.42255 hartree
HOMO energy (alpha / beta): -13.39 / -13.39 eV
Total charge: +2

Last column: natural (NBO) charge in e.
Element x y z (Å)
Os 1.097 0.630 0.398  0.742
C 1.558 1.229 3.763  -0.251
O 0.952 0.397 2.767  -0.550
C 0.167 -0.644 3.137  0.248
C -0.117 -1.021 4.428  -0.262
C -0.942 -2.126 4.626  -0.079
Br -1.335 -2.670 6.379  0.148
C -1.462 -2.813 3.553  -0.200
C -1.173 -2.416 2.241  -0.145
C -0.342 -1.312 2.017  0.334
O -0.031 -0.886 0.771  -0.665
C -1.744 -3.164 1.126  0.467
N -1.536 -2.919 -0.167  -0.472
C -2.240 -3.833 -0.945  0.087
C -2.348 -3.997 -2.321  -0.202
C -3.153 -5.030 -2.753  -0.177
C -3.828 -5.869 -1.851  -0.170
C -3.719 -5.706 -0.486  -0.234
C -2.906 -4.666 -0.054  0.176
N -2.568 -4.214 1.220  -0.484
H 0.795 1.710 4.375  0.208
H 2.121 1.983 3.220  0.207
H 2.229 0.643 4.391  0.205
H 0.283 -0.488 5.278  0.255
H -2.094 -3.668 3.747  0.226
H -0.933 -2.161 -0.464  0.476
H -1.827 -3.350 -3.012  0.241
H -3.268 -5.201 -3.815  0.242
H -4.449 -6.664 -2.240  0.244
H -4.236 -6.354 0.207  0.243
H -2.891 -4.624 2.081  0.444
C 0.049 -1.055 -2.506  -1.139
Si 0.855 0.556 -1.976  1.393
C 2.568 0.646 -2.748  -1.129
C -0.219 2.024 -2.437  -0.476
C -0.484 2.308 -3.781  -0.189
C -1.275 3.390 -4.136  -0.187
C -1.820 4.202 -3.150  -0.208
C -1.574 3.928 -1.814  -0.129
C -0.770 2.845 -1.441  -0.524
Si -0.431 2.512 0.367  1.412
C 0.370 3.992 1.182  -1.127
C -1.993 2.082 1.299  -1.123
H 0.016 -1.120 -3.597  0.260
H -0.979 -1.115 -2.143  0.220
H 0.614 -1.918 -2.141  0.235
H 2.507 0.575 -3.836  0.257
H 3.189 -0.182 -2.396  0.236
H 3.062 1.589 -2.504  0.220
H -0.070 1.680 -4.562  0.209
H -1.465 3.602 -5.180  0.229
H -2.435 5.049 -3.424  0.229
H -2.011 4.571 -1.056  0.200
H -0.261 4.868 1.009  0.261
H 1.358 4.207 0.779  0.242
H 0.459 3.859 2.263  0.235
H -2.661 2.947 1.253  0.264
H -1.798 1.871 2.353  0.238
H -2.517 1.226 0.872  0.247
N 5.364 2.975 0.083  -0.685
C 5.166 1.487 0.176  -0.340
C 3.674 1.242 0.332  0.769
O 2.908 2.232 0.249  -0.696
O 3.238 0.090 0.511  -0.632
H 5.889 3.264 -0.742  0.454
H 5.814 3.368 0.910  0.450
H 4.386 3.333 0.036  0.478
H 5.712 1.065 1.016  0.267
H 5.504 1.007 -0.741  0.273

***

The following is a DFT calculation (ωB97M-V with the def2-TZVPD basis set) of an isolated molecule of C26H32BrN5O4 at a distorted geometry.

Calculated values
Structure (SMILES): NC(=O)C[C@H](NC(=O)c1cccc(Br)c1)c1ccc(N2CCC(N3CCCCC3)CC2)c([N+](=O)[O-])c1
E_tot: -4158.67917 hartree
HOMO energy: -8.17 eV

Last column: natural (NBO) charge in e.
Element x y z (Å)
N 6.619 -1.302 2.805  -0.821
C 5.419 -1.572 3.360  0.676
O 5.274 -2.324 4.299  -0.626
C 4.254 -0.828 2.717  -0.508
C 3.286 -1.837 2.087  -0.042
N 3.929 -2.693 1.092  -0.600
C 4.897 -2.379 0.210  0.679
O 5.504 -1.322 0.172  -0.661
C 5.217 -3.483 -0.751  -0.146
C 6.546 -3.697 -1.101  -0.164
C 6.879 -4.690 -2.005  -0.192
C 5.891 -5.465 -2.586  -0.227
C 4.568 -5.228 -2.251  -0.092
Br 3.194 -6.268 -3.067  0.058
C 4.217 -4.249 -1.339  -0.177
C 2.098 -1.133 1.473  -0.100
C 2.245 -0.346 0.328  -0.113
C 1.167 0.269 -0.259  -0.271
C -0.136 0.154 0.266  0.218
N -1.216 0.666 -0.382  -0.423
C -1.113 1.773 -1.305  -0.208
C -2.257 2.753 -1.031  -0.401
C -3.611 2.056 -1.200  -0.028
N -4.704 3.005 -1.096  -0.457
C -4.979 3.515 0.235  -0.221
C -5.856 4.760 0.126  -0.400
C -7.169 4.409 -0.566  -0.397
C -6.863 3.768 -1.914  -0.400
C -5.936 2.569 -1.725  -0.211
C -3.659 0.862 -0.233  -0.437
C -2.468 -0.049 -0.513  -0.199
C -0.248 -0.565 1.478  0.016
N -1.435 -0.548 2.278  0.514
O -2.105 0.468 2.286  -0.387
O -1.672 -1.525 2.962  -0.385
C 0.843 -1.228 2.036  -0.171
H 6.665 -0.867 1.896  0.418
H 7.423 -1.811 3.136  0.398
H 3.713 -0.297 3.501  0.242
H 4.607 -0.116 1.975  0.236
H 2.942 -2.504 2.886  0.231
H 3.525 -3.613 1.014  0.408
H 7.308 -3.077 -0.655  0.230
H 7.912 -4.861 -2.265  0.223
H 6.140 -6.238 -3.296  0.232
H 3.174 -4.070 -1.118  0.221
H 3.221 -0.241 -0.121  0.224
H 1.321 0.822 -1.172  0.220
H -0.165 2.289 -1.154  0.213
H -1.167 1.418 -2.344  0.178
H -2.154 3.121 -0.011  0.206
H -2.193 3.598 -1.715  0.219
H -3.651 1.664 -2.226  0.187
H -4.039 3.773 0.722  0.203
H -5.497 2.766 0.859  0.164
H -5.327 5.513 -0.460  0.202
H -6.043 5.164 1.122  0.206
H -7.781 5.302 -0.700  0.208
H -7.730 3.705 0.054  0.193
H -6.365 4.496 -2.557  0.202
H -7.783 3.445 -2.405  0.205
H -5.698 2.134 -2.699  0.198
H -6.457 1.801 -1.124  0.158
H -3.602 1.211 0.797  0.233
H -4.583 0.298 -0.366  0.211
H -2.482 -0.920 0.142  0.211
H -2.538 -0.418 -1.550  0.181
H 0.684 -1.783 2.949  0.241

***

Look up the E_tot of the third one.
-4158.67917 hartree

***

What is the formula in the first record?
C26H32BCl2N8O7Ti

***

The highest E_tot belongs to which entry?
C26H32BCl2N8O7Ti

***

Which formula does entry 2 have?
C26H32BrN3O4OsSi2